Density functional theory data (wB97M-V/def2-TZVPD) for an isolated molecule of C12H20N4O3.

Computed properties:
* E_tot: -913.9509 Ha
* molecular weight: 268.3 g mol⁻¹
* HOMO-LUMO gap: 9.4099 eV
* HOMO: -0.326 Ha
* relative energy (zero: lowest compared OMol25 entry of this formula, charge and spin): 79.0 kcal per mole

Each line ends with the Mulliken charge.
Positions of all 39 atoms, in Å:
C  0.9301  -1.8210  0.4833  -0.65
C  -0.5595  -1.4396  0.9218  0.23
C  1.7534  -0.5388  0.3305  1.70
C  1.7422  0.2171  1.7751  -1.38
C  3.2391  -0.7844  -0.0729  -1.00
C  3.6746  0.0284  -1.2024  -0.97
C  -2.4967  -0.3650  -0.0132  -0.01
C  -3.2525  -1.6641  -0.3158  0.08
C  -2.8507  0.9269  -0.8154  -0.83
C  -1.9074  1.9994  -0.3913  0.90
C  -0.6762  2.3354  -0.8807  -0.66
C  -1.1716  3.6588  0.7672  -0.36
H  1.5422  -2.6325  -1.2326  0.24
H  -0.0468  -2.9783  -0.9488  0.19
H  1.3029  -2.4550  1.3145  0.31
H  1.1888  0.0107  -0.4234  -0.59
H  1.2739  -0.2567  2.6024  0.36
H  2.7905  0.4779  1.9663  0.46
H  1.1590  1.1282  1.5558  0.12
H  3.3280  -1.8139  -0.0885  0.60
H  3.8988  -0.6864  0.8613  0.44
H  4.2669  0.8826  -0.7570  0.25
H  2.8832  0.5587  -1.8022  0.26
H  4.3510  -0.6016  -1.9925  0.26
H  -0.5147  -0.5446  -0.8407  0.46
H  -2.7753  -0.2947  0.9997  0.31
H  -4.0000  1.2634  -0.7856  0.36
H  -2.7352  0.7176  -1.8553  0.41
H  -0.0952  1.8093  -1.6708  0.35
H  -0.9276  4.3339  1.4628  0.54
H  0.7565  3.4778  -0.2363  0.22
H  -4.7943  -2.4283  0.3212  0.37
N  0.6871  -2.2829  -0.8384  -0.50
N  -1.0661  -0.6518  0.0163  0.01
N  -2.2629  3.0181  0.5578  -0.75
N  -0.1997  3.3261  -0.1146  -0.01
O  -1.1275  -1.8333  1.9191  -0.72
O  -2.8551  -2.5949  -0.9255  -0.53
O  -4.4532  -1.5024  0.3487  -0.47

Force components x, y, z for each atom (eV/Å):
C -1.9 1.2 1.4
C 2.5 -1.0 1.1
C 0.4 -0.1 3.2
C 0.2 1.2 -3.1
C -1.4 0.3 3.2
C 2.7 1.0 -2.9
C 0.5 -0.5 -0.4
C -0.5 3.1 0.8
C -1.9 0.0 0.5
C -1.1 2.7 -0.1
C -0.7 -2.8 -1.1
C 0.5 -1.0 -2.1
H 0.2 -0.3 -0.4
H 0.2 0.0 0.2
H 0.1 -0.2 -0.8
H 0.6 0.5 0.1
H -0.3 -0.9 0.5
H -0.5 0.1 0.4
H 0.3 0.0 0.6
H 0.3 -2.5 -1.4
H -0.8 0.7 -1.3
H -0.2 -0.8 -1.0
H 0.5 -1.0 0.6
H -1.4 1.8 1.9
H -0.6 -0.2 0.5
H -0.2 0.9 1.4
H 2.6 -0.9 0.6
H 0.4 -0.2 -0.9
H -0.4 0.7 0.8
H 0.2 2.7 2.6
H 1.5 1.2 0.7
H -0.4 0.8 0.2
N 0.7 -1.4 -1.3
N -1.9 2.0 -2.5
N -0.2 -2.7 -0.1
N -0.1 -0.6 -0.8
O -0.1 -0.2 0.3
O -0.3 -1.2 -0.3
O 0.5 -2.6 -1.1